The following is a quantum chemistry calculation of a 12-piece molecular cluster, C5H33NO13 overall, from the OMol25 dataset.

Bonds (Å) are listed after each position.
Positions of all 52 atoms, in Å:
1 C 0.882 3.525 0.955  C2 1.568, H9 1.090, H10 1.086, H11 1.095
2 C 1.413 2.130 1.437  C1 1.568, C3 1.503, N8 1.472, H12 1.100
3 C 0.343 1.085 1.292  C2 1.503, C4 1.527, H13 1.094, H14 1.091
4 C -0.336 0.806 -0.048  C3 1.527, C5 1.497, H15 1.090, H16 1.091
5 C -0.457 -0.643 -0.402  C4 1.497, O6 1.351, O7 1.205
6 O -1.422 -0.888 -1.315  C5 1.351, H17 0.987
7 O 0.254 -1.534 -0.013  C5 1.205
8 N 1.812 2.044 2.851  C2 1.472, H18 1.019, H19 1.017
9 H 1.646 4.151 0.495  C1 1.090
10 H 0.063 3.374 0.257  C1 1.086
11 H 0.486 4.036 1.838  C1 1.095
12 H 2.259 2.006 0.745  C2 1.100
13 H 0.751 0.250 1.870  C3 1.094
14 H -0.516 1.361 1.906  C3 1.091
15 H 0.096 1.311 -0.911  C4 1.090
16 H -1.377 1.130 0.004  C4 1.091
17 H -1.160 -1.437 -2.093  O6 0.987
18 H 2.762 2.362 3.040  N8 1.019
19 H 1.259 2.601 3.497  N8 1.017
20 H 1.476 -0.360 -3.171  O22 0.991
21 H 2.804 0.282 -2.915  O22 0.968
22 O 2.075 0.332 -3.549  H20 0.991, H21 0.968
23 H -3.218 1.084 0.061  O25 0.965
24 H -4.261 0.586 1.068  O25 0.968
25 O -3.465 1.132 0.993  H23 0.965, H24 0.968
26 H 1.852 -2.118 -2.370  O28 0.980
27 H 1.188 -2.552 -3.577  O28 0.980
28 O 0.993 -1.965 -2.816  H26 0.980, H27 0.980
29 H -1.505 2.185 3.019  O31 0.962
30 H -0.487 1.421 3.965  O31 0.970
31 O -1.092 2.175 3.888  H29 0.962, H30 0.970
32 H -1.385 -4.170 -1.711  O34 0.955
33 H -1.109 -3.637 -0.422  O34 0.983
34 O -1.893 -3.935 -0.936  H32 0.955, H33 0.983
35 H 2.293 -0.753 -0.334  O37 0.960
36 H 3.462 -1.539 -0.774  O37 0.972
37 O 2.852 -0.859 -1.106  H35 0.960, H36 0.972
38 H -1.125 -0.499 -4.004  O40 0.954
39 H -2.523 -0.183 -3.500  O40 0.937
40 O -2.024 -0.816 -3.978  H38 0.954, H39 0.937
41 H 1.812 -1.792 1.395  O43 0.962
42 H 2.783 -2.465 2.254  O43 0.967
43 O 2.588 -2.354 1.313  H41 0.962, H42 0.967
44 H -2.592 -2.865 0.713  O46 0.972
45 H -3.573 -1.707 1.113  O46 0.973
46 O -2.651 -2.010 1.171  H44 0.972, H45 0.973
47 H -0.395 -2.052 3.890  O49 0.960
48 H -1.250 -2.026 2.583  O49 0.964
49 O -0.604 -1.538 3.106  H47 0.960, H48 0.964
50 H 0.653 1.476 -3.139  O52 0.987
51 H -0.203 2.002 -4.286  O52 0.947
52 O -0.235 1.852 -3.351  H50 0.987, H51 0.947

HOMO-LUMO gap = 0.3437 Eh
E_HOMO = -9.29 eV
SMILES = C[C@@H](N)CCC(=O)O.O.O.O.O.O.O.O.O.O.O.O
ΔE to the lowest compared entry with this formula, charge and spin = 244.06 kJ/mol

Atomic partial charges in e from the Mulliken method, atoms 1 to 6: C -1.383; C 0.412; C 0.306; C 0.122; C 1.232; O -0.670